[1]
Entry from the Open Molecules 2025 dataset: a single C4H6N2O molecule (the ωB97M-V functional and the def2-TZVPD basis).

Structure (XYZ):
```
13
Properties=species:S:1:pos:R:3:forces:R:3
C 0.7092 -1.5340 -0.3294 -0.1 -0.1 -0.1
N 1.3115 -0.3707 0.2829 0.0 0.2 0.1
C 0.7187 0.8533 0.3588 0.1 0.0 0.1
O 1.1073 1.7301 1.1099 -0.1 -0.3 -0.2
N -0.3331 1.1120 -0.5721 0.3 0.1 0.0
C -1.6676 0.4417 -0.3771 -0.1 0.2 0.1
C -1.5373 1.6087 0.1248 -0.2 -0.1 0.0
H 1.4170 -2.3638 -0.2823 -0.1 0.1 0.0
H 0.4809 -1.3322 -1.3792 0.0 -0.1 0.1
H -0.2121 -1.8451 0.1824 0.2 0.0 -0.1
H 2.0425 -0.4990 0.9667 -0.1 0.0 -0.1
H -2.1945 -0.4196 -0.7534 0.1 0.1 0.2
H -1.7973 2.4858 0.6885 -0.1 0.0 -0.2
```
Forces are in eV/Å.

Net charge: 0
HOMO level: -8.65 eV
ΔE to the lowest compared entry with this formula, charge and spin: 3.864 eV
LUMO: 0.0319 Ha
Kohn-Sham gap: 0.3498 Eh

[2]
Entry from the Open Molecules 2025 dataset: 2 unconnected molecules or ions with the total composition C3H9NO2 at a distorted geometry (the ωB97M-V functional and the def2-TZVPD basis).

Structure (XYZ):
```
15
Properties=species:S:1:pos:R:3:forces:R:3
C -0.8280 1.2020 -0.7203 -0.3 0.2 0.1
C -0.0484 2.4736 -0.5777 1.3 -0.3 -0.1
O -0.4409 3.6025 -0.6853 -0.3 -0.2 0.1
O 1.2769 2.2098 -0.3585 -0.2 0.4 0.0
H -1.7610 1.5111 -1.1500 -0.7 -0.2 0.0
H -0.9691 0.6894 0.2343 -0.1 0.3 0.0
H -0.3708 0.4723 -1.3786 0.4 0.2 -0.1
H 1.7313 3.0747 -0.3476 -0.2 -0.4 0.1
C 0.5926 -1.8251 0.4716 -0.2 0.2 1.4
N -0.6487 -2.5483 0.8163 0.6 -0.5 -0.2
H 1.0906 -2.2579 -0.3870 -0.2 0.5 -0.3
H 1.3213 -1.7345 1.2798 0.3 -1.0 0.3
H 0.3350 -0.7834 0.4636 0.0 0.5 -1.3
H -0.5484 -3.5186 0.5146 -0.2 0.3 0.3
H -0.7327 -2.5677 1.8248 -0.2 -0.1 0.0
```
Forces are in eV/Å.

Net charge: 0
HOMO level: -9.46 eV
ΔE to the lowest compared entry with this formula, charge and spin: 1.071 eV
LUMO: 0.0281 Ha
Kohn-Sham gap: 0.3758 Eh

[3]
Entry from the Open Molecules 2025 dataset: a molecular structure, C15H11Cl2FeNO3RhS at a distorted geometry (the ωB97M-V functional and the def2-TZVPD basis).

Structure (XYZ):
```
35
Properties=species:S:1:pos:R:3:forces:R:3
Rh -0.0340 -0.5899 -5.9595 -2.2 -1.3 4.7
Fe 0.0758 1.7402 -1.5223 -3.8 0.0 -0.8
Cl -0.6532 -2.2663 -4.4592 -0.1 0.2 0.2
Cl -1.0568 3.0775 -2.7132 0.4 -0.7 0.4
C 1.7623 2.5897 -1.2155 6.8 3.6 5.3
C 0.4460 -1.8096 -7.2388 2.7 -7.2 -7.1
C 0.4482 0.8607 -6.9230 2.7 8.8 -4.6
O 2.5286 3.0028 -0.4392 -3.8 -2.0 -4.5
O 0.7668 -2.6063 -8.0298 -1.5 3.9 3.8
O 0.8012 1.7912 -7.5348 -1.6 -4.5 2.5
N 0.0437 -0.0200 -0.8713 0.7 -0.7 -0.2
S 0.9486 -0.1511 0.5362 -0.9 -0.4 1.0
C 0.2429 1.2007 1.4709 0.7 0.5 0.1
C -1.0292 1.6998 1.1683 -0.2 0.6 -0.6
C -1.4627 2.8758 1.8099 0.1 -0.3 -0.2
C -0.6531 3.4913 2.7670 0.0 0.0 0.0
C 0.5899 2.9401 3.1061 -0.1 -0.2 0.0
C 1.0457 1.7947 2.4556 0.3 -0.4 -0.3
C 0.2457 -1.5944 1.3589 0.0 -0.2 0.0
C -0.6696 -1.4932 2.4029 0.9 1.6 -1.3
C -1.1156 -2.6568 3.0446 -0.5 -2.0 0.8
C -0.6456 -3.9098 2.6416 0.2 -0.3 -0.2
C 0.2741 -4.0036 1.5901 -1.0 -1.7 1.3
C 0.7238 -2.8477 0.9450 0.5 1.9 -0.6
H 0.0101 -0.9290 -1.3522 -0.2 0.5 0.0
H -1.6684 1.1725 0.4598 -0.1 0.1 0.2
H -2.4343 3.2933 1.5493 0.2 -0.1 0.1
H -0.9974 4.4020 3.2594 0.1 -0.2 -0.1
H 1.2069 3.3962 3.8768 -0.1 0.0 -0.1
H 2.0193 1.3490 2.6785 -0.2 0.3 0.1
H -1.0398 -0.5188 2.7166 0.0 -0.2 0.1
H -1.8335 -2.5788 3.8657 0.2 0.0 -0.2
H -0.9880 -4.8128 3.1497 0.1 0.2 -0.1
H 0.6515 -4.9829 1.2770 -0.1 0.3 0.1
H 1.4503 -2.9065 0.1290 -0.1 -0.2 0.3
```
Forces are in eV/Å.

Net charge: +4
HOMO level (alpha / beta): -20.21 / -21.81 eV
LUMO (alpha / beta): -0.4888 / -0.6164 Ha
Kohn-Sham gap (alpha / beta): 0.2538 / 0.1850 Eh
Spin multiplicity: 10

[4]
Entry from the Open Molecules 2025 dataset: a molecular structure, C16H34BBeF6N6O12S2 at a distorted geometry (the ωB97M-V functional and the def2-TZVPD basis).

Structure (XYZ):
```
78
Properties=species:S:1:pos:R:3:forces:R:3
N -6.9433 1.3922 -2.6055 -0.1 -0.8 0.3
C -7.0467 -0.0517 -2.3354 -0.6 0.2 -0.2
C -7.6780 -0.3335 -0.9567 1.0 -0.3 0.0
C -6.7031 -0.4428 0.2503 -1.0 0.4 -0.8
S -5.2500 0.6483 0.2693 0.8 0.5 1.1
N -4.1638 0.2035 -0.9446 -0.7 0.5 1.0
C -3.9498 -1.0175 -0.9274 -0.9 0.7 -1.5
O -3.9452 -2.1257 -1.1847 0.7 -1.2 0.5
H -6.0182 1.7502 -2.4091 0.1 0.2 -0.4
H -7.1611 1.5098 -3.5835 0.3 0.5 0.0
H -7.7562 -0.4376 -3.0736 0.1 -0.1 0.1
H -6.1153 -0.6015 -2.5162 -0.1 0.0 0.2
H -8.3781 0.4742 -0.7429 -0.1 -0.2 -0.1
H -8.1921 -1.2971 -1.0132 -0.2 0.2 0.2
H -6.3745 -1.4652 0.4503 0.4 0.2 -0.2
H -7.2692 -0.1451 1.1412 0.4 0.1 0.1
H -5.7362 1.8585 -0.1583 0.3 -0.5 -0.5
C 1.8300 -0.9469 -1.6364 -0.1 -0.1 0.2
C 1.9728 -2.4399 -1.8701 -0.3 0.4 -0.2
O 1.4907 -3.2377 -0.7871 0.9 -0.1 -0.1
C 0.1037 -3.0883 -0.4804 -0.7 -0.2 0.1
C -0.8126 -3.4538 -1.6369 0.5 0.1 0.2
H 2.3283 -0.6501 -0.7118 0.0 0.0 0.0
H 2.2706 -0.3924 -2.4657 0.0 0.0 0.0
H 0.7856 -0.6471 -1.5555 0.0 0.0 -0.1
H 3.0372 -2.6821 -1.9764 0.0 -0.1 0.1
H 1.4920 -2.7423 -2.8039 0.0 0.0 0.0
H -0.0973 -2.0739 -0.1206 0.2 0.0 -0.1
H -0.0917 -3.7564 0.3612 0.3 0.0 0.0
H -0.6768 -2.7918 -2.4897 -0.2 0.0 -0.1
H -1.8537 -3.3926 -1.3337 0.0 0.0 0.0
H -0.6137 -4.4677 -1.9790 -0.1 0.0 -0.1
F -2.1551 -3.8567 -3.9129 -0.1 0.1 -0.1
Be 3.3552 -4.6024 -0.7205 -0.3 0.1 0.2
C 4.8210 -0.1978 1.3307 -0.1 0.4 -0.3
N 5.4731 0.9565 0.6354 -0.7 -0.3 0.1
O 6.5602 1.2934 1.0307 -0.2 -0.1 0.8
O 4.8691 1.4355 -0.3104 0.0 0.0 0.0
H 5.4648 -0.5136 2.1292 0.2 0.1 0.1
H 3.8622 0.1430 1.7130 -0.1 0.0 -0.2
H 4.6890 -0.9892 0.5978 -0.2 0.0 0.0
O -4.7820 3.3502 -1.7159 -0.2 -0.4 -0.3
S -4.5599 4.7188 -1.2688 0.4 -0.3 -0.6
O -3.1738 5.1177 -1.5343 0.1 0.0 0.4
O -4.8032 4.8015 0.1736 -0.1 0.7 0.1
O -5.4462 5.6418 -1.9831 -0.3 -0.1 0.5
O 7.2750 -0.8470 -1.0188 -0.1 -0.3 0.4
H 6.3492 -0.9966 -1.2929 0.1 0.2 0.0
H 7.3198 -0.2339 -0.2194 0.4 1.0 -0.4
H 7.8066 -0.4794 -1.7524 0.0 0.7 0.2
C -1.2514 9.0425 -2.7333 0.1 -0.1 0.0
O -0.4671 9.9141 -3.0754 -0.1 0.0 0.0
N -0.8573 7.7867 -2.3863 0.0 0.0 0.0
N -2.6028 9.2564 -2.6696 -0.1 0.1 0.0
H -1.4936 7.0639 -2.1037 0.0 -0.1 0.0
H 0.1244 7.5868 -2.4184 0.0 0.0 0.0
H -2.9332 10.1689 -2.9174 0.0 0.0 0.0
H -3.2640 8.5558 -2.3914 0.0 -0.1 0.0
C 4.4737 -5.9239 5.8818 0.0 0.0 0.0
C 5.4581 -4.9891 6.1753 -0.1 -0.1 -0.1
C 5.7392 -3.9732 5.2772 0.2 0.1 0.2
C 5.0240 -3.9051 4.0940 -0.1 -0.3 0.3
C 4.0453 -4.8334 3.7844 -0.2 -0.1 -0.2
C 3.7715 -5.8484 4.6863 0.1 0.0 0.1
N 5.3001 -2.8187 3.1500 -0.2 -0.4 0.0
O 6.1816 -2.0345 3.4415 0.1 0.0 -0.1
O 4.6245 -2.7815 2.1356 0.3 -0.1 0.3
H 4.2525 -6.7139 6.5882 0.0 0.0 0.0
H 6.0045 -5.0511 7.1066 0.0 0.0 0.0
H 6.5054 -3.2474 5.5083 -0.1 0.1 -0.1
H 3.4951 -4.7755 2.8553 0.1 0.1 0.0
H 3.0077 -6.5793 4.4588 0.0 0.0 0.0
F 8.0439 2.1367 -0.4929 0.6 -1.1 -1.0
B -1.7092 2.8172 1.2028 0.5 0.2 0.3
F -2.8344 2.9123 0.3413 -0.4 -0.3 -0.1
F -1.1796 1.5111 1.1114 -0.2 -0.1 -0.1
F -0.7468 3.7554 0.8113 -0.2 -0.1 0.0
F -2.1216 3.0694 2.5235 -0.1 -0.1 -0.1
```
Forces are in eV/Å.

Net charge: -1
HOMO level: -5.58 eV
LUMO: -0.1611 Ha
Kohn-Sham gap: 0.0440 Eh

Copy entry 1 word for word.
Entry from the Open Molecules 2025 dataset: a single C4H6N2O molecule (the ωB97M-V functional and the def2-TZVPD basis).

Structure (XYZ):
```
13
Properties=species:S:1:pos:R:3:forces:R:3
C 0.7092 -1.5340 -0.3294 -0.1 -0.1 -0.1
N 1.3115 -0.3707 0.2829 0.0 0.2 0.1
C 0.7187 0.8533 0.3588 0.1 0.0 0.1
O 1.1073 1.7301 1.1099 -0.1 -0.3 -0.2
N -0.3331 1.1120 -0.5721 0.3 0.1 0.0
C -1.6676 0.4417 -0.3771 -0.1 0.2 0.1
C -1.5373 1.6087 0.1248 -0.2 -0.1 0.0
H 1.4170 -2.3638 -0.2823 -0.1 0.1 0.0
H 0.4809 -1.3322 -1.3792 0.0 -0.1 0.1
H -0.2121 -1.8451 0.1824 0.2 0.0 -0.1
H 2.0425 -0.4990 0.9667 -0.1 0.0 -0.1
H -2.1945 -0.4196 -0.7534 0.1 0.1 0.2
H -1.7973 2.4858 0.6885 -0.1 0.0 -0.2
```
Forces are in eV/Å.

Net charge: 0
HOMO level: -8.65 eV
ΔE to the lowest compared entry with this formula, charge and spin: 3.864 eV
LUMO: 0.0319 Ha
Kohn-Sham gap: 0.3498 Eh

Q: What is the net charge in the third record?
A: +4

Q: Look up the net charge of the second one.
A: 0

Q: Which formula does entry 1 have?
A: C4H6N2O